{"formula": "C4H4O", "method": "ωB97M-V/def2-TZVPD", "elements": ["C", "C", "C", "C", "O", "H", "H", "H", "H"], "coordinates": [[0.631, 0.966, -0.046], [0.729, -0.325, 0.101], [-0.478, -1.146, -0.070], [-1.528, -0.368, 0.065], [-1.993, 0.692, 0.100], [-0.049, 1.582, -0.600], [1.469, 1.607, 0.356], [1.703, -0.851, 0.240], [-0.483, -2.158, -0.147]], "atomic_forces_ev_per_a": [[3.43, 3.38, 0.63], [0.20, -1.68, -0.55], [-0.16, 0.89, 0.31], [0.91, 1.30, -0.73], [-1.77, -0.61, 0.42], [-0.93, -0.33, 0.38], [-0.54, -0.86, -0.89], [-1.04, 0.52, 0.59], [-0.10, -2.62, -0.17]], "nbo_charge": [-0.44, -0.19, -0.57, 0.73, -0.42, 0.21, 0.20, 0.23, 0.25], "gap_ev": 8.5, "de_lowest_ev": 1.983, "lumo_energy_ev": 0.182, "largest_force_ev_per_a": 4.9}

***

{"formula": "C4H4O", "method": "ωB97M-V/def2-TZVPD", "elements": ["C", "C", "C", "C", "O", "H", "H", "H", "H"], "coordinates": [[-1.182, -1.432, 1.170], [-0.951, -0.386, 0.618], [-0.422, 0.740, -0.154], [0.977, 0.467, -0.657], [-1.028, 1.768, -0.354], [-1.371, -2.365, 1.654], [1.116, -0.603, -0.829], [1.689, 0.774, 0.119], [1.172, 1.037, -1.567]], "atomic_forces_ev_per_a": [[0.07, 0.42, -0.20], [-0.10, -0.55, 0.27], [-0.05, 0.26, -0.07], [0.07, 0.03, -0.10], [0.21, -0.48, 0.11], [-0.08, 0.17, -0.02], [0.02, 0.18, -0.02], [-0.10, -0.02, -0.09], [-0.03, 0.00, 0.12]], "nbo_charge": [-0.15, -0.14, 0.52, -0.70, -0.49, 0.24, 0.23, 0.24, 0.24], "gap_ev": 10.7, "de_lowest_ev": 1.388, "lumo_energy_ev": 0.316, "largest_force_ev_per_a": 0.6}

***

{"formula": "C4H4O", "method": "ωB97M-V/def2-TZVPD", "elements": ["O", "C", "C", "C", "C", "H", "H", "H", "H"], "coordinates": [[-0.170, 1.220, 0.419], [-0.853, 0.499, -0.425], [-0.205, -0.738, -0.608], [1.108, -0.721, 0.170], [0.961, 0.492, 0.794], [-1.744, 0.943, -0.848], [-0.454, -1.448, -1.388], [-0.242, -1.294, 0.420], [1.599, 1.048, 1.466]], "atomic_forces_ev_per_a": [[0.01, -0.10, -0.07], [0.10, -0.15, -0.01], [-0.14, 0.08, -0.40], [-0.07, 0.33, 0.14], [0.19, -0.11, 0.04], [0.08, -0.07, 0.09], [0.00, 0.11, 0.13], [-0.05, 0.00, 0.17], [-0.12, -0.09, -0.08]], "nbo_charge": [-0.35, 0.22, -0.57, -0.32, -0.04, 0.21, 0.26, 0.39, 0.21], "gap_ev": 8.9, "de_lowest_ev": 3.877, "lumo_energy_ev": 0.302, "largest_force_ev_per_a": 0.4}

***

{"formula": "C4H4O", "method": "ωB97M-V/def2-TZVPD", "elements": ["C", "C", "C", "C", "O", "H", "H", "H", "H"], "coordinates": [[-0.323, -1.572, -0.433], [-0.546, -0.202, -0.243], [0.021, 1.315, 0.319], [1.254, 1.306, 0.686], [2.375, 1.188, 0.973], [-1.121, -2.139, -0.869], [0.591, -2.067, -0.163], [-1.529, 0.100, -0.600], [-0.724, 2.071, 0.329]], "atomic_forces_ev_per_a": [[0.64, 4.29, 1.15], [-0.38, 0.15, -0.10], [-1.53, -4.62, -1.49], [1.72, -0.05, 0.46], [-0.45, 0.18, -0.06], [-0.21, -0.09, -0.15], [0.23, -0.16, 0.09], [0.00, -0.13, 0.02], [-0.03, 0.43, 0.09]], "nbo_charge": [-0.43, -0.14, -0.57, 0.72, -0.44, 0.21, 0.20, 0.18, 0.27], "gap_ev": 9.7, "de_lowest_ev": 2.072, "lumo_energy_ev": 0.751, "largest_force_ev_per_a": 5.1}

***

{"formula": "C4H4O", "method": "ωB97M-V/def2-TZVPD", "elements": ["C", "C", "C", "C", "O", "H", "H", "H", "H"], "coordinates": [[-1.791, 0.555, -0.251], [-0.493, 0.675, -0.377], [0.773, 0.806, -0.512], [2.013, 0.470, -0.372], [3.156, 0.238, -0.327], [-2.325, 1.092, 0.525], [-2.351, -0.099, -0.912], [0.273, -1.607, 0.995], [0.746, -2.129, 1.232]], "atomic_forces_ev_per_a": [[0.34, 0.01, -0.01], [-0.31, -0.05, 0.06], [0.26, -0.06, -0.02], [0.50, -0.16, 0.00], [-0.96, 0.25, -0.02], [0.09, -0.04, -0.07], [0.09, 0.09, 0.04], [0.03, -0.07, 0.04], [-0.03, 0.02, -0.01]], "nbo_charge": [-0.58, 0.26, -0.48, 0.73, -0.44, 0.25, 0.25, 0.00, 0.00], "gap_ev": 8.2, "de_lowest_ev": 3.059, "lumo_energy_ev": -0.511, "largest_force_ev_per_a": 1.0}

***

{"formula": "C4H4O", "method": "ωB97M-V/def2-TZVPD", "elements": ["C", "C", "C", "C", "O", "H", "H", "H", "H"], "coordinates": [[-0.771, 0.829, -0.643], [-0.019, 1.823, -0.026], [0.720, -0.526, 0.546], [-0.525, -0.456, -0.288], [1.270, 0.613, 0.809], [-1.687, 1.242, -1.225], [0.606, -1.024, 1.521], [1.442, -1.245, -0.031], [-1.036, -1.256, -0.663]], "atomic_forces_ev_per_a": [[-1.92, 1.06, -0.35], [2.56, -1.30, 1.30], [-0.13, -3.52, -1.02], [2.41, 1.92, 0.97], [-1.61, 5.12, -1.46], [1.71, -1.04, 0.85], [-0.67, -0.72, -0.15], [-0.99, 0.70, 0.48], [-1.36, -2.23, -0.60]], "nbo_charge": [-0.57, 0.36, -0.13, 0.02, -0.59, 0.27, 0.23, 0.21, 0.21], "gap_ev": 8.5, "de_lowest_ev": 5.088, "lumo_energy_ev": -1.271, "largest_force_ev_per_a": 5.6}

***

{"formula": "C4H4O", "method": "ωB97M-V/def2-TZVPD", "elements": ["C", "O", "C", "C", "C", "H", "H", "H", "H"], "coordinates": [[-1.403, -0.617, -0.059], [-0.533, 0.377, 0.633], [0.700, 0.263, 0.170], [1.709, -0.128, -0.789], [1.932, 0.833, 0.213], [-2.045, 0.037, -0.752], [-2.028, -1.179, 0.709], [-0.895, -1.186, -0.813], [2.564, 1.599, 0.688]], "atomic_forces_ev_per_a": [[-2.29, 2.11, -0.21], [0.54, -2.21, -1.14], [1.77, 1.86, 0.00], [-0.71, -0.12, 0.53], [-1.30, -0.04, 0.65], [0.29, -0.90, 1.42], [1.07, 0.73, -1.17], [0.83, -0.76, 0.44], [-0.20, -0.67, -0.53]], "nbo_charge": [-0.28, -0.45, 0.29, -0.16, -0.25, 0.19, 0.21, 0.22, 0.23], "gap_ev": 9.7, "de_lowest_ev": 3.971, "lumo_energy_ev": 0.922, "largest_force_ev_per_a": 3.1}

***

{"formula": "C4H4O", "method": "ωB97M-V/def2-TZVPD", "elements": ["C", "C", "C", "C", "O", "H", "H", "H", "H"], "coordinates": [[-0.457, 0.971, -0.080], [0.893, 0.317, 0.085], [1.027, -1.017, 0.152], [0.008, -1.856, 0.082], [-0.792, -2.700, 0.026], [-0.864, 0.693, -1.062], [-0.442, 2.062, -0.003], [-1.147, 0.565, 0.672], [1.773, 0.965, 0.129]], "atomic_forces_ev_per_a": [[-0.04, 0.03, 0.01], [-0.05, -0.11, -0.03], [-0.28, 0.13, -0.03], [-0.54, -0.63, -0.04], [0.84, 0.55, 0.08], [0.06, 0.17, 0.17], [0.07, -0.18, 0.00], [0.11, 0.19, -0.16], [-0.18, -0.15, 0.00]], "nbo_charge": [-0.68, -0.02, -0.44, 0.71, -0.45, 0.23, 0.22, 0.23, 0.20], "gap_ev": 8.8, "de_lowest_ev": 1.556, "lumo_energy_ev": -0.327, "largest_force_ev_per_a": 1.0}

***

{"formula": "C4H4O2", "method": "ωB97M-V/def2-TZVPD", "elements": ["O", "C", "C", "C", "C", "O", "H", "H", "H", "H"], "coordinates": [[2.395, 1.375, 0.711], [1.238, 0.882, 0.694], [0.875, 0.011, -0.447], [-0.301, -0.581, -0.657], [-1.581, -0.427, 0.051], [-2.727, -0.635, -0.471], [0.442, 0.828, 1.589], [1.678, -0.233, -1.042], [-0.546, -1.166, -1.530], [-1.472, -0.053, 1.102]], "atomic_forces_ev_per_a": [[-4.12, -1.09, 0.54], [2.20, -0.03, 1.06], [-1.60, 0.18, 1.55], [-1.38, -0.11, -0.85], [-3.51, 0.46, -0.26], [4.72, 0.57, 1.91], [1.87, 0.88, -1.46], [1.64, -0.25, -1.55], [0.82, -0.32, -0.44], [-0.63, -0.29, -0.49]], "nbo_charge": [-0.49, 0.37, -0.22, -0.24, 0.37, -0.49, 0.13, 0.23, 0.23, 0.12], "gap_ev": 9.1, "de_lowest_ev": 1.671, "lumo_energy_ev": -1.383, "largest_force_ev_per_a": 5.1}

***

{"formula": "C4H4O2", "method": "ωB97M-V/def2-TZVPD", "elements": ["C", "C", "C", "O", "C", "O", "H", "H", "H", "H"], "coordinates": [[-0.420, -0.259, 1.860], [-0.261, -0.709, 0.649], [0.500, 0.285, -0.609], [-0.338, 1.254, -1.315], [0.221, 0.388, -2.039], [0.363, -0.002, -3.118], [-0.759, -0.937, 2.631], [-0.071, 0.743, 2.190], [-0.610, -1.539, 0.133], [1.376, 0.776, -0.383]], "atomic_forces_ev_per_a": [[0.75, 0.60, 1.19], [2.17, 3.79, -4.21], [-2.17, -2.83, 2.55], [-2.52, 3.26, 0.54], [1.01, -2.45, 2.03], [0.02, -0.50, -3.15], [-0.47, 0.15, 0.07], [-0.22, -0.88, -0.37], [-0.56, -1.84, 0.03], [1.98, 0.71, 1.33]], "nbo_charge": [-0.38, -0.17, -0.08, -0.44, 0.78, -0.53, 0.21, 0.21, 0.21, 0.18], "gap_ev": 11.1, "de_lowest_ev": 2.833, "lumo_energy_ev": 0.862, "largest_force_ev_per_a": 6.1}

***

{"formula": "C4H4O2", "method": "ωB97M-V/def2-TZVPD", "elements": ["C", "C", "C", "O", "C", "O", "H", "H", "H", "H"], "coordinates": [[2.647, -0.486, -0.143], [1.518, -0.077, -0.073], [0.162, 0.459, 0.014], [-0.766, -0.638, 0.008], [-2.049, -0.268, 0.081], [-2.444, 0.867, 0.142], [3.648, -0.854, -0.208], [-0.055, 1.122, -0.830], [0.026, 1.039, 0.933], [-2.687, -1.163, 0.075]], "atomic_forces_ev_per_a": [[-0.46, 0.16, 0.03], [0.49, -0.15, -0.03], [0.11, 0.18, 0.00], [-0.07, -0.03, 0.00], [-0.22, 0.32, 0.02], [0.18, -0.48, -0.02], [-0.19, 0.07, 0.01], [0.06, -0.10, 0.12], [0.05, -0.07, -0.12], [0.05, 0.11, 0.00]], "nbo_charge": [-0.19, -0.05, -0.16, -0.49, 0.65, -0.58, 0.24, 0.23, 0.23, 0.13], "gap_ev": 11.4, "de_lowest_ev": 1.483, "lumo_energy_ev": 0.898, "largest_force_ev_per_a": 0.5}

***

{"formula": "C4H4O2", "method": "ωB97M-V/def2-TZVPD", "elements": ["O", "C", "C", "C", "C", "O", "H", "H", "H", "H"], "coordinates": [[-1.682, -0.150, 1.310], [-1.142, 0.209, 0.111], [-0.550, -0.894, -0.763], [0.415, -0.105, -0.321], [1.836, 0.029, 0.020], [2.299, 0.829, 0.797], [-1.593, -1.112, 1.394], [-0.082, 0.941, 0.341], [-1.695, 1.003, -0.389], [2.446, -0.710, -0.528]], "atomic_forces_ev_per_a": [[0.04, -0.18, 0.07], [-0.39, 0.17, -0.07], [0.39, 0.38, 0.22], [0.07, -0.42, -0.23], [0.20, 0.14, 0.16], [-0.28, -0.32, -0.33], [-0.02, 0.13, 0.02], [-0.24, 0.08, 0.02], [0.18, -0.05, 0.07], [0.04, 0.07, 0.06]], "nbo_charge": [-0.67, 0.05, -0.09, -0.34, 0.41, -0.50, 0.49, 0.27, 0.23, 0.15], "gap_ev": 10.0, "de_lowest_ev": 4.985, "lumo_energy_ev": -0.149, "largest_force_ev_per_a": 0.6}

***

Repeat the fourth record exactly.
{"formula": "C4H4O", "method": "ωB97M-V/def2-TZVPD", "elements": ["C", "C", "C", "C", "O", "H", "H", "H", "H"], "coordinates": [[-0.323, -1.572, -0.433], [-0.546, -0.202, -0.243], [0.021, 1.315, 0.319], [1.254, 1.306, 0.686], [2.375, 1.188, 0.973], [-1.121, -2.139, -0.869], [0.591, -2.067, -0.163], [-1.529, 0.100, -0.600], [-0.724, 2.071, 0.329]], "atomic_forces_ev_per_a": [[0.64, 4.29, 1.15], [-0.38, 0.15, -0.10], [-1.53, -4.62, -1.49], [1.72, -0.05, 0.46], [-0.45, 0.18, -0.06], [-0.21, -0.09, -0.15], [0.23, -0.16, 0.09], [0.00, -0.13, 0.02], [-0.03, 0.43, 0.09]], "nbo_charge": [-0.43, -0.14, -0.57, 0.72, -0.44, 0.21, 0.20, 0.18, 0.27], "gap_ev": 9.7, "de_lowest_ev": 2.072, "lumo_energy_ev": 0.751, "largest_force_ev_per_a": 5.1}